1.
Molecular formula: C19H19ClN7O6PPdS2
Method: DFT, wB97M-V/def2-TZVPD

Structure (XYZ):
```
56
C19H19ClN7O6PPdS2 | OMol25 | wB97M-V/def2-TZVPD
Pd 0.766 0.088 0.132
C -4.344 -2.395 0.357
N -2.936 -2.254 0.102
C -2.197 -3.056 -0.703
C -0.924 -2.549 -0.715
N -0.899 -1.452 0.078
C -2.125 -1.281 0.566
P -2.645 0.048 1.721
C -1.101 0.129 2.719
N 0.154 0.258 2.285
C 0.934 0.473 3.368
C 0.139 0.479 4.485
N -1.129 0.260 4.063
C -2.298 0.151 4.895
C -2.154 1.443 0.630
N -0.920 1.703 0.206
C -0.969 2.839 -0.522
C -2.268 3.280 -0.540
N -2.995 2.405 0.198
C -4.401 2.484 0.479
H -4.672 -3.379 0.027
H -4.908 -1.640 -0.192
H -4.556 -2.284 1.420
H -2.609 -3.920 -1.186
H -0.052 -2.900 -1.235
H 1.991 0.620 3.276
H 0.385 0.634 5.515
H -2.000 0.037 5.935
H -2.886 -0.719 4.604
H -2.919 1.044 4.810
H -0.091 3.272 -0.963
H -2.700 4.135 -1.021
H -4.781 3.445 0.142
H -4.582 2.392 1.550
H -4.944 1.695 -0.039
O 5.075 1.480 0.598
S 4.512 0.544 -0.305
O 4.230 0.899 -1.646
N 3.142 -0.138 0.493
C 3.314 -1.412 0.667
S 1.967 -2.273 1.240
C 4.582 -1.991 0.278
C 5.001 -3.314 0.381
C 6.240 -3.644 -0.145
C 7.042 -2.690 -0.756
C 6.630 -1.357 -0.848
C 5.411 -1.041 -0.312
H 4.368 -4.051 0.858
H 6.592 -4.663 -0.086
H 7.993 -2.981 -1.176
H 7.252 -0.623 -1.334
O 1.986 -0.577 -1.769
Cl 1.490 0.710 -2.198
O 1.780 1.674 -1.167
O 1.964 1.080 -3.430
O 0.056 0.559 -2.177
```

Calculated values
total charge	+2
spin multiplicity	5
E	-3294.97132	hartree
lowest unoccupied orbital energy (spin up / spin down)	-6.7 / -10.2	eV

---

2.
Molecular formula: C21H33N3Se2SiSr
Method: DFT, wB97M-V/def2-TZVPD

Structure (XYZ):
```
61
C21H33N3Se2SiSr | OMol25 | wB97M-V/def2-TZVPD
Sr -0.430 0.551 -0.718
C 5.419 -1.659 0.043
Si 4.865 0.135 -0.296
C 5.345 1.102 1.297
C 5.953 0.838 -1.717
C 3.092 0.290 -0.750
C 1.938 0.364 -1.126
H 6.503 -1.754 0.109
H 5.068 -2.333 -0.732
H 4.991 -2.008 0.978
H 6.422 1.094 1.460
H 4.879 0.635 2.160
H 5.022 2.139 1.270
H 7.015 0.733 -1.510
H 5.749 1.891 -1.885
H 5.742 0.316 -2.645
C -3.287 4.754 0.393
C -3.257 3.653 1.442
N -1.966 2.992 1.421
C -0.869 3.619 0.892
N 0.158 2.892 0.620
C 1.346 3.521 0.092
C 1.533 4.926 0.662
C 0.265 5.709 0.347
N -0.893 4.996 0.841
C -2.153 5.706 0.729
H -4.237 5.291 0.383
H -3.127 4.280 -0.577
H -4.024 2.910 1.230
H -3.433 4.076 2.445
H -2.036 2.063 1.019
H 1.267 3.568 -1.005
H 2.194 2.873 0.332
H 2.414 5.412 0.234
H 1.668 4.864 1.746
H 0.178 5.864 -0.742
H 0.280 6.700 0.827
H -2.045 6.481 -0.042
H -2.371 6.204 1.692
Se -2.779 1.708 -1.654
C -0.248 -9.745 0.207
C 0.099 -8.287 0.120
C 1.407 -7.847 0.258
C 1.724 -6.501 0.303
C 3.162 -6.086 0.380
C 0.696 -5.548 0.242
Se 1.089 -3.728 0.600
C -0.610 -5.978 -0.039
C -1.722 -5.017 -0.336
C -0.887 -7.335 -0.082
H 0.645 -10.335 0.408
H -0.701 -10.104 -0.718
H -0.958 -9.908 1.019
H 2.206 -8.578 0.337
H 3.815 -6.947 0.522
H 3.317 -5.372 1.188
H 3.438 -5.581 -0.546
H -1.394 -3.995 -0.168
H -2.599 -5.219 0.283
H -2.017 -5.121 -1.384
H -1.908 -7.654 -0.270
```

Calculated values
total charge	-2
E	-6107.38327	hartree
lowest unoccupied orbital energy	4.3	eV

---

3.
Molecular formula: C36H27F5N5O3PSn
Method: DFT, wB97M-V/def2-TZVPD

Structure (XYZ):
```
78
C36H27F5N5O3PSn | OMol25 | wB97M-V/def2-TZVPD
Sn 1.027 0.123 -0.387
C 3.987 0.003 1.346
N 3.585 0.531 0.040
C 4.064 1.856 -0.337
C 2.926 2.824 -0.512
N 1.688 2.566 -0.197
C 0.958 3.699 -0.571
C -0.407 3.953 -0.476
C -0.857 5.177 -0.930
C 0.027 6.132 -1.458
C 1.384 5.892 -1.551
C 1.824 4.653 -1.099
N 3.084 4.067 -1.040
C 2.891 0.043 2.375
N 1.684 0.461 2.146
C 0.970 0.228 3.322
C -0.372 0.459 3.612
C -0.821 0.108 4.871
C 0.045 -0.453 5.824
C 1.379 -0.688 5.546
C 1.818 -0.339 4.275
N 3.052 -0.437 3.642
H 4.868 0.528 1.729
H 4.267 -1.042 1.209
H 3.790 -0.166 -0.664
H 4.605 1.794 -1.284
H 4.768 2.250 0.401
H -1.078 3.201 -0.077
H -1.913 5.410 -0.882
H -0.366 7.078 -1.808
H 2.060 6.629 -1.966
H 3.939 4.453 -1.400
H -1.031 0.890 2.867
H -1.859 0.268 5.132
H -0.343 -0.715 6.800
H 2.039 -1.127 6.284
H 3.881 -0.866 4.015
O -0.800 0.937 -4.354
C -0.839 0.804 -3.148
O 0.188 0.758 -2.351
C -2.223 0.709 -2.464
P -2.141 0.216 -0.701
C -1.853 -1.584 -0.769
C -1.672 -2.249 0.449
C -1.398 -3.607 0.482
C -1.272 -4.317 -0.706
C -1.414 -3.662 -1.921
C -1.704 -2.303 -1.954
C -3.897 0.364 -0.173
C -4.743 -0.715 0.069
C -6.050 -0.507 0.498
C -6.531 0.780 0.682
C -5.697 1.865 0.441
C -4.390 1.656 0.027
H -2.861 0.042 -3.041
H -2.686 1.696 -2.513
H -1.746 -1.693 1.380
H -1.259 -4.107 1.432
H -1.039 -5.375 -0.684
H -1.292 -4.207 -2.849
H -1.794 -1.808 -2.912
H -4.384 -1.727 -0.080
H -6.695 -1.358 0.682
H -7.550 0.939 1.011
H -6.063 2.874 0.585
H -3.741 2.510 -0.143
F 1.865 -5.973 -3.865
C 2.020 -4.940 -3.025
C 2.069 -5.144 -1.660
F 1.945 -6.388 -1.174
C 2.215 -4.078 -0.796
F 2.241 -4.326 0.525
C 2.313 -2.755 -1.243
O 2.424 -1.738 -0.421
C 2.272 -2.594 -2.635
F 2.391 -1.348 -3.135
C 2.128 -3.651 -3.510
F 2.099 -3.438 -4.830
```

Calculated values
E	-2942.60825	hartree
lowest unoccupied orbital energy	0.1	eV

---

4.
Molecular formula: C12H36O12
Method: DFT, wB97M-V/def2-TZVPD

Structure (XYZ):
```
60
C12H36O12 | OMol25 | wB97M-V/def2-TZVPD
O 0.679 -0.146 1.414
C 0.266 -0.541 0.173
C -0.690 0.313 -0.629
O -2.072 0.166 -0.193
H 1.205 -0.849 1.801
H 1.161 -0.635 -0.441
H -0.015 -1.595 0.182
H -0.618 0.092 -1.694
H -0.300 1.312 -0.430
H -2.216 0.716 0.581
O 3.901 -3.458 3.720
C 5.224 -3.813 3.270
C 5.613 -3.597 1.779
O 4.849 -4.644 1.157
H 4.010 -3.490 4.673
H 5.910 -3.179 3.831
H 5.561 -4.828 3.477
H 6.691 -3.644 1.623
H 5.357 -2.599 1.424
H 5.356 -4.802 0.357
O -9.674 -1.105 1.761
C -8.534 -0.946 2.589
C -7.352 -1.559 1.840
O -7.164 -0.910 0.626
H -10.231 -1.741 2.217
H -8.382 0.080 2.926
H -8.802 -1.572 3.440
H -7.523 -2.547 1.413
H -6.446 -1.571 2.447
H -6.244 -0.662 0.511
O 1.400 -4.984 -3.987
C 2.768 -4.841 -4.347
C 2.870 -5.303 -5.828
O 2.159 -4.426 -6.726
H 1.322 -5.171 -3.048
H 2.987 -3.863 -3.917
H 3.387 -5.564 -3.816
H 2.662 -6.360 -5.996
H 3.946 -5.212 -5.980
H 1.349 -4.208 -6.259
O 3.027 6.928 -4.614
C 2.256 6.062 -3.766
C 2.903 5.694 -2.393
O 2.962 6.953 -1.627
H 2.671 7.806 -4.463
H 1.384 6.691 -3.583
H 2.104 5.247 -4.473
H 3.935 5.379 -2.550
H 2.483 4.883 -1.798
H 3.861 7.194 -1.861
O -1.890 5.421 3.212
C -1.457 4.068 3.442
C -2.634 3.146 3.980
O -3.735 2.987 3.173
H -1.115 5.948 3.004
H -1.163 3.633 2.487
H -0.631 3.969 4.147
H -3.150 3.698 4.766
H -2.221 2.173 4.243
H -3.963 3.809 2.731
```

Calculated values
SMILES	OCCO.OCCO.OCCO.OCCO.OCCO.OCCO
E	-1381.44977	hartree
lowest unoccupied orbital energy	0.1	eV

---

5.
Molecular formula: C26H42F2N3O9P2Si
Method: DFT, wB97M-V/def2-TZVPD

Structure (XYZ):
```
85
C26H42F2N3O9P2Si | OMol25 | wB97M-V/def2-TZVPD
C -0.073 -1.901 0.076
C -0.515 -0.907 -0.415
C -1.110 0.288 -0.956
N -1.973 -0.030 -2.123
C -2.915 -0.942 -2.127
O -3.291 -1.717 -1.074
C -3.387 -2.984 -1.374
N -3.448 -4.070 -1.717
N -3.479 -1.009 -3.335
C -2.850 -0.082 -4.153
C -3.273 0.021 -5.585
C -2.287 -0.662 -6.541
C -1.904 0.539 -3.403
C -0.920 1.594 -3.813
F -1.201 1.876 -5.110
F -1.173 2.713 -3.086
C 0.562 1.196 -3.698
C 0.782 -0.307 -3.863
Si 2.591 -0.797 -4.214
C 3.748 -0.245 -2.845
C 3.146 -0.049 -5.848
C 2.540 -2.676 -4.333
C 1.718 -3.216 -5.303
C 1.586 -4.581 -5.444
C 2.287 -5.413 -4.595
C 3.112 -4.882 -3.642
C 3.246 -3.522 -3.496
H 0.347 -2.738 0.571
H -0.347 0.979 -1.284
H -1.723 0.742 -0.182
H -4.228 -1.620 -3.622
H -4.201 -0.539 -5.668
H -3.452 1.044 -5.881
H -2.238 -1.721 -6.296
H -2.650 -0.581 -7.557
H -1.291 -0.253 -6.454
H 1.130 1.782 -4.413
H 0.866 1.529 -2.709
H 0.545 -0.833 -2.941
H 0.217 -0.719 -4.691
H 3.356 -0.426 -1.847
H 4.650 -0.850 -2.941
H 4.076 0.781 -2.967
H 2.653 -0.577 -6.659
H 2.882 1.004 -5.895
H 4.223 -0.119 -5.953
H 1.164 -2.562 -5.963
H 0.917 -4.952 -6.204
H 2.169 -6.477 -4.712
H 3.657 -5.544 -2.986
H 3.882 -3.120 -2.727
C 1.514 2.277 4.423
O 2.615 1.359 4.345
P 2.472 0.001 3.529
O 1.459 0.007 2.474
O 2.276 -1.108 4.646
C 1.096 -1.048 5.460
O 3.929 -0.282 3.016
C 5.023 -0.394 3.939
H 1.290 2.455 5.473
H 1.800 3.215 3.951
H 0.622 1.887 3.936
H 0.284 -0.518 4.961
H 1.332 -0.549 6.399
H 0.779 -2.067 5.666
H 4.711 -0.855 4.874
H 5.443 0.592 4.133
H 5.779 -1.021 3.473
C -3.657 3.684 4.792
O -3.002 3.907 6.045
P -2.213 2.719 6.762
O -1.771 1.646 5.872
O -3.169 2.265 7.945
C -4.437 1.688 7.620
O -1.051 3.451 7.518
C -1.329 4.478 8.484
H -4.706 3.959 4.894
H -3.193 4.317 4.037
H -3.586 2.644 4.478
H -4.431 1.240 6.626
H -5.208 2.457 7.674
H -4.651 0.915 8.353
H -2.243 4.271 9.035
H -1.408 5.442 7.983
H -0.496 4.502 9.181
```

Calculated values
total charge	+1
E	-3029.17950	hartree
lowest unoccupied orbital energy	-2.7	eV

---

6.
Molecular formula: C39H44F4N3OP2STi
Method: DFT, wB97M-V/def2-TZVPD

Structure (XYZ):
```
95
C39H44F4N3OP2STi | OMol25 | wB97M-V/def2-TZVPD
Ti -0.397 -0.342 -1.057
C 2.028 -0.789 -3.162
N 0.676 -1.268 -2.803
C 0.794 -2.703 -2.423
C -0.198 -1.189 -4.012
C -1.691 -1.092 -3.632
N -1.810 -1.214 -2.185
C -2.774 -1.981 -1.582
C -2.564 -2.263 -0.234
F -1.376 -1.730 0.278
C -3.406 -2.980 0.581
F -3.069 -3.174 1.855
C -4.579 -3.481 0.053
C -4.841 -3.214 -1.281
F -5.967 -3.654 -1.827
C -3.980 -2.481 -2.087
F -4.343 -2.221 -3.351
H 2.368 -1.274 -4.081
H 2.725 -1.032 -2.365
H 2.016 0.290 -3.318
H 1.329 -3.243 -3.209
H -0.195 -3.141 -2.309
H 1.349 -2.808 -1.492
H 0.001 -2.074 -4.621
H 0.104 -0.323 -4.601
H -2.265 -1.842 -4.169
H -2.074 -0.119 -3.953
H -5.269 -4.057 0.651
C 1.322 -0.618 3.252
N 1.269 -0.223 1.842
P 2.033 -0.935 0.498
C 3.704 -0.233 0.477
C 4.549 -0.433 1.573
C 5.786 0.186 1.620
C 6.193 1.006 0.573
C 5.359 1.214 -0.513
C 4.115 0.599 -0.558
C 2.252 -2.683 0.905
C 3.429 -3.359 0.586
C 3.523 -4.727 0.804
C 2.451 -5.423 1.341
C 1.275 -4.754 1.661
C 1.171 -3.392 1.436
P 0.230 0.912 1.134
C 1.326 2.323 0.750
C 2.237 2.801 1.693
C 3.160 3.776 1.357
C 3.196 4.288 0.066
C 2.311 3.809 -0.888
C 1.387 2.829 -0.546
C -0.945 1.444 2.388
C -2.224 0.885 2.330
C -3.184 1.227 3.270
C -2.873 2.136 4.271
C -1.606 2.701 4.333
C -0.644 2.360 3.396
H 2.142 -1.316 3.400
H 0.397 -1.106 3.560
H 1.491 0.248 3.892
H 4.249 -1.083 2.385
H 6.437 0.023 2.468
H 7.164 1.484 0.609
H 5.671 1.860 -1.323
H 3.454 0.806 -1.390
H 4.276 -2.822 0.177
H 4.440 -5.246 0.560
H 2.531 -6.487 1.517
H 0.443 -5.295 2.091
H 0.254 -2.877 1.694
H 2.263 2.378 2.692
H 3.862 4.130 2.101
H 3.918 5.049 -0.195
H 2.342 4.196 -1.898
H 0.698 2.483 -1.308
H -2.468 0.174 1.548
H -4.169 0.781 3.226
H -3.620 2.406 5.006
H -1.368 3.412 5.112
H 0.332 2.824 3.448
C -5.441 1.782 -1.690
C -4.173 1.301 -1.000
S -2.711 1.789 -1.919
O -1.535 1.320 -1.009
C -2.677 3.569 -1.674
C -2.705 4.023 -0.227
H -6.303 1.370 -1.170
H -5.487 1.447 -2.727
H -5.531 2.868 -1.666
H -4.116 0.211 -0.978
H -4.059 1.679 0.017
H -3.513 3.951 -2.264
H -1.761 3.876 -2.183
H -3.675 3.853 0.239
H -2.512 5.095 -0.196
H -1.935 3.524 0.362
```

Calculated values
total charge	+2
spin multiplicity	2
E	-4081.42033	hartree
lowest unoccupied orbital energy (spin up / spin down)	-5.5 / -5.2	eV

---

7.
Molecular formula: C6H10BrN3P
Method: DFT, wB97M-V/def2-TZVPD

Structure (XYZ):
```
21
C6H10BrN3P | OMol25 | wB97M-V/def2-TZVPD
P -1.418 -2.467 0.826
N -1.018 -1.146 -0.232
C -1.728 -0.739 -1.522
C -1.381 0.724 -1.207
C -0.953 0.251 0.179
C 0.465 0.529 0.414
N 1.453 -0.202 -0.091
C 2.672 0.390 0.307
Br 4.298 -0.509 -0.272
C 2.360 1.554 0.904
N 0.991 1.538 1.117
H -2.433 -1.925 1.632
H -0.237 -2.169 1.780
H -2.724 -0.975 -1.415
H -1.311 -1.228 -2.465
H -0.579 1.004 -1.924
H -2.179 1.408 -1.462
H -1.465 0.431 1.142
H 1.522 -0.995 -0.698
H 3.050 2.323 1.213
H 0.616 2.201 1.775
```

Calculated values
SMILES	PN1CC[C@@H]1c1[nH]c(Br)c[nH+]1
total charge	+1
E	-3313.95649	hartree
lowest unoccupied orbital energy	-3.1	eV

---

8.
Molecular formula: C7H8
Method: DFT, wB97M-V/def2-TZVPD

Structure (XYZ):
```
15
C7H8 | OMol25 | wB97M-V/def2-TZVPD
C -0.098 -1.282 1.692
C 0.058 -0.488 0.516
C 1.202 0.231 0.096
C 1.011 1.378 -0.632
C -0.318 1.565 -1.098
C -0.938 0.370 -1.531
C -0.904 -0.645 -0.585
H 0.189 -0.569 2.444
H 0.558 -2.176 1.666
H -1.010 -1.809 1.725
H 2.157 -0.145 0.537
H 1.782 2.152 -0.857
H -0.692 2.547 -1.157
H -1.370 0.161 -2.526
H -1.628 -1.291 -0.291
```

Calculated values
SMILES	Cc1ccccc1
E	-271.40523	hartree
lowest unoccupied orbital energy	0.5	eV

---

Which of these has the highest E? C7H8

---

What did the fifth record say?
Molecular formula: C26H42F2N3O9P2Si
Method: DFT, wB97M-V/def2-TZVPD

Structure (XYZ):
```
85
C26H42F2N3O9P2Si | OMol25 | wB97M-V/def2-TZVPD
C -0.073 -1.901 0.076
C -0.515 -0.907 -0.415
C -1.110 0.288 -0.956
N -1.973 -0.030 -2.123
C -2.915 -0.942 -2.127
O -3.291 -1.717 -1.074
C -3.387 -2.984 -1.374
N -3.448 -4.070 -1.717
N -3.479 -1.009 -3.335
C -2.850 -0.082 -4.153
C -3.273 0.021 -5.585
C -2.287 -0.662 -6.541
C -1.904 0.539 -3.403
C -0.920 1.594 -3.813
F -1.201 1.876 -5.110
F -1.173 2.713 -3.086
C 0.562 1.196 -3.698
C 0.782 -0.307 -3.863
Si 2.591 -0.797 -4.214
C 3.748 -0.245 -2.845
C 3.146 -0.049 -5.848
C 2.540 -2.676 -4.333
C 1.718 -3.216 -5.303
C 1.586 -4.581 -5.444
C 2.287 -5.413 -4.595
C 3.112 -4.882 -3.642
C 3.246 -3.522 -3.496
H 0.347 -2.738 0.571
H -0.347 0.979 -1.284
H -1.723 0.742 -0.182
H -4.228 -1.620 -3.622
H -4.201 -0.539 -5.668
H -3.452 1.044 -5.881
H -2.238 -1.721 -6.296
H -2.650 -0.581 -7.557
H -1.291 -0.253 -6.454
H 1.130 1.782 -4.413
H 0.866 1.529 -2.709
H 0.545 -0.833 -2.941
H 0.217 -0.719 -4.691
H 3.356 -0.426 -1.847
H 4.650 -0.850 -2.941
H 4.076 0.781 -2.967
H 2.653 -0.577 -6.659
H 2.882 1.004 -5.895
H 4.223 -0.119 -5.953
H 1.164 -2.562 -5.963
H 0.917 -4.952 -6.204
H 2.169 -6.477 -4.712
H 3.657 -5.544 -2.986
H 3.882 -3.120 -2.727
C 1.514 2.277 4.423
O 2.615 1.359 4.345
P 2.472 0.001 3.529
O 1.459 0.007 2.474
O 2.276 -1.108 4.646
C 1.096 -1.048 5.460
O 3.929 -0.282 3.016
C 5.023 -0.394 3.939
H 1.290 2.455 5.473
H 1.800 3.215 3.951
H 0.622 1.887 3.936
H 0.284 -0.518 4.961
H 1.332 -0.549 6.399
H 0.779 -2.067 5.666
H 4.711 -0.855 4.874
H 5.443 0.592 4.133
H 5.779 -1.021 3.473
C -3.657 3.684 4.792
O -3.002 3.907 6.045
P -2.213 2.719 6.762
O -1.771 1.646 5.872
O -3.169 2.265 7.945
C -4.437 1.688 7.620
O -1.051 3.451 7.518
C -1.329 4.478 8.484
H -4.706 3.959 4.894
H -3.193 4.317 4.037
H -3.586 2.644 4.478
H -4.431 1.240 6.626
H -5.208 2.457 7.674
H -4.651 0.915 8.353
H -2.243 4.271 9.035
H -1.408 5.442 7.983
H -0.496 4.502 9.181
```

Calculated values
total charge	+1
E	-3029.17950	hartree
lowest unoccupied orbital energy	-2.7	eV

---

Look up the E of the third one. -2942.60825 hartree